Entry 1:
The following is a DFT calculation (ωB97M-V/def2-TZVPD) of a structure of composition CCl5NaO23 at a distorted geometry.

Computed properties:
Expectation value of S² = 0.7593
2S+1 = 2
E_LUMO (alpha / beta) = 0.343 / 0.343 Ha
Net charge = -5
Largest force on an atom = 8.963 eV/Å

XYZ file:
```
30
CCl5NaO23 (ωB97M-V/def2-TZVPD)
Na 0.538 -0.036 -0.376
Cl -0.849 1.044 3.289
O -0.934 0.827 1.878
O 0.349 0.525 3.786
O -0.928 2.456 3.727
O -1.975 0.390 3.874
Cl -0.041 3.439 -1.854
O -0.191 2.694 -0.701
O -0.282 2.582 -2.992
O -1.043 4.397 -1.907
O 1.169 4.111 -1.985
Cl 0.236 -3.569 1.975
O 1.327 -3.187 2.835
O 0.135 -2.202 1.450
O 0.623 -4.460 0.912
O -0.969 -3.943 2.733
Cl -3.633 -0.290 -0.842
O -3.931 0.562 -2.069
O -2.326 -0.795 -0.794
O -3.839 0.501 0.325
O -4.499 -1.321 -1.070
Cl 1.528 -1.858 -3.158
O 0.717 -1.337 -4.211
O 2.107 -3.008 -3.594
O 2.373 -0.964 -2.483
O 0.545 -2.290 -2.152
C 3.451 1.445 0.848
O 3.321 2.574 1.295
O 4.166 0.620 1.439
O 2.855 1.095 -0.177
```

=====

Entry 2:
The following is a DFT calculation (ωB97M-V/def2-TZVPD) of an isolated molecule of C5H11NS at a distorted geometry.

Computed properties:
2S+1 = 1
E_LUMO = 0.038 Ha
Largest force on an atom = 3.456 eV/Å

XYZ file:
```
18
C5H11NS (ωB97M-V/def2-TZVPD)
C -0.881 1.499 -2.579
C 0.363 0.621 -2.470
C 0.668 -0.439 1.249
C -0.009 0.087 2.562
C 0.327 -1.843 0.929
H -1.717 0.972 -2.049
H -0.617 2.502 -2.246
H -1.299 1.579 -3.620
H 0.669 0.288 -3.405
H 1.780 -0.258 1.359
H 0.247 -0.386 3.592
H 0.098 1.154 2.755
H -1.094 0.050 2.614
H 0.658 -2.205 -0.016
H 0.831 -2.464 1.615
H -0.787 -1.809 1.082
N 0.695 0.043 -1.361
S 0.067 0.608 -0.009
```

=====

Entry 3:
The following is a DFT calculation (ωB97M-V/def2-TZVPD) of a cluster of 2 separate species, C5H15NO in total at a distorted geometry.

Computed properties:
2S+1 = 1
E_LUMO = 0.033 Ha
Largest force on an atom = 4.036 eV/Å

XYZ file:
```
22
C5H15NO (ωB97M-V/def2-TZVPD)
C 0.972 -1.227 -0.441
C -0.022 -0.824 0.679
C -1.302 -1.522 0.382
C -0.402 0.680 0.645
C -0.750 1.152 2.076
N 1.455 -0.063 -1.255
H 1.952 -1.666 -0.033
H 0.538 -1.885 -1.335
H 0.360 -1.266 1.629
H -1.128 -2.511 0.582
H -2.141 -1.103 0.819
H -1.493 -1.488 -0.727
H -1.239 0.736 -0.119
H 0.475 1.165 0.280
H -1.451 2.095 1.852
H -1.497 0.552 2.559
H 0.145 1.444 2.704
H 1.836 -0.292 -2.185
H 1.993 0.667 -0.857
H 0.216 2.253 -1.847
H 0.913 1.094 -2.706
O 0.568 2.009 -2.703
```

=====

Entry 4:
The following is a DFT calculation (ωB97M-V/def2-TZVPD) of an isolated molecule of C14H17NO5.

Computed properties:
2S+1 = 1
E_LUMO = 0.014 Ha
Largest force on an atom = 0.724 eV/Å

XYZ file:
```
37
C14H17NO5 (ωB97M-V/def2-TZVPD)
C 0.615 4.091 -0.261
H 1.464 4.560 0.233
C 1.071 2.971 -1.190
C 1.718 1.811 -0.419
C 2.864 2.351 0.411
O 3.899 2.779 -0.024
O 2.607 2.293 1.723
H 3.344 2.662 2.235
H 0.980 1.380 0.264
C 2.287 0.729 -1.349
C 1.242 0.126 -2.295
C 0.002 -0.324 -1.537
O -1.056 0.255 -1.605
N 0.233 -1.433 -0.772
C -0.637 -2.109 0.085
C -1.927 -1.670 0.355
C -2.735 -2.397 1.224
C -2.266 -3.561 1.827
C -0.980 -3.991 1.557
C -0.170 -3.274 0.696
H 0.835 -3.617 0.492
H -0.602 -4.890 2.019
H -2.904 -4.114 2.496
C -4.102 -1.892 1.491
O -4.555 -0.863 1.059
O -4.821 -2.703 2.287
H -5.701 -2.321 2.425
H -2.315 -0.775 -0.103
H 1.157 -1.840 -0.833
H 1.681 -0.721 -2.826
H 0.930 0.867 -3.030
H 3.092 1.171 -1.940
H 2.726 -0.059 -0.732
H 1.791 3.362 -1.912
H 0.203 2.587 -1.726
H 0.088 4.854 -0.828
H -0.057 3.703 0.500
```

=====

Entry 5:
The following is a DFT calculation (ωB97M-V/def2-TZVPD) of an isolated molecule of CH5ISi at a distorted geometry.

Computed properties:
2S+1 = 1
E_LUMO = 0.015 Ha
Largest force on an atom = 2.230 eV/Å

XYZ file:
```
8
CH5ISi (ωB97M-V/def2-TZVPD)
C 0.469 -0.005 0.854
Si -0.363 0.167 -0.907
I -0.203 -1.676 1.979
H 1.630 -0.029 0.799
H -0.906 1.539 -1.036
H -1.517 -0.797 -1.363
H 0.808 -0.092 -1.701
H 0.082 0.892 1.375
```

=====

Entry 6:
The following is a DFT calculation (ωB97M-V/def2-TZVPD) of a cluster of 3 separate species, C2H11NO2S2 in total at a distorted geometry.

Computed properties:
2S+1 = 1
E_LUMO = 0.010 Ha
Largest force on an atom = 2.444 eV/Å

XYZ file:
```
18
C2H11NO2S2 (ωB97M-V/def2-TZVPD)
N -2.031 -0.290 -1.159
C -1.012 -0.991 -0.329
C 0.336 -0.752 -0.961
S 1.599 -1.555 0.096
S 3.343 -1.160 -1.005
H -2.128 0.682 -0.888
H -2.912 -0.757 -0.999
H -1.232 -2.039 -0.557
H -1.000 -0.807 0.735
H 0.551 0.313 -1.103
H 0.519 -1.222 -1.923
H 2.952 0.085 -1.318
H -0.578 1.420 1.651
H -1.871 1.290 0.816
O -1.484 1.747 1.569
H 1.456 0.867 1.221
H 2.049 1.959 2.029
O 1.446 1.211 2.126
```

=====

Entry 7:
The following is a DFT calculation (ωB97M-V/def2-TZVPD) of a cluster of 4 separate species, C5H18N2O4 in total at a distorted geometry.

Computed properties:
2S+1 = 1
E_LUMO = 0.014 Ha
Largest force on an atom = 4.745 eV/Å

XYZ file:
```
29
C5H18N2O4 (ωB97M-V/def2-TZVPD)
O -0.269 0.807 2.342
C 0.025 -0.044 1.502
N -0.971 -0.263 0.557
C -1.236 -1.584 -0.128
C -2.654 -1.878 0.139
C 1.282 -0.847 1.531
N 2.406 -0.258 0.846
C 3.401 -1.213 0.149
H -1.678 0.444 0.499
H -1.042 -1.386 -1.220
H -0.525 -2.209 0.311
H -3.007 -2.515 -0.730
H -2.882 -2.232 1.176
H -3.417 -1.065 -0.024
H 1.692 -1.123 2.541
H 0.914 -1.885 1.169
H 2.263 0.491 0.201
H 3.489 -1.002 -0.926
H 4.305 -1.011 0.680
H 3.077 -2.191 0.425
H -2.324 2.891 0.936
H -1.032 2.057 1.576
O -1.416 2.593 0.845
H -1.405 1.477 -2.184
H -1.225 2.493 -3.289
O -1.124 2.435 -2.343
H 1.643 2.675 -2.698
H 0.418 2.340 -1.735
O 1.291 2.004 -2.146
```

=====

Entry 8:
The following is a DFT calculation (ωB97M-V/def2-TZVPD) of a structure of composition C3H10N2O3 at a distorted geometry.

Computed properties:
2S+1 = 1
E_LUMO = -0.060 Ha
Largest force on an atom = 5.644 eV/Å

XYZ file:
```
18
C3H10N2O3 (ωB97M-V/def2-TZVPD)
N -0.699 0.790 -1.479
C 0.060 -0.017 -0.517
C 1.564 0.115 -0.744
O 1.866 0.070 -2.107
C -0.240 0.451 0.927
N -0.265 -0.678 1.797
O -0.322 1.681 1.074
H -0.836 1.633 -0.934
H -0.192 0.909 -2.342
H -0.229 -1.071 -0.503
H 2.007 -0.742 -0.191
H 1.988 0.978 -0.198
H 2.819 0.023 -2.229
H -0.590 -0.366 2.723
H 0.704 0.464 1.656
H -2.364 -2.575 1.704
H -1.263 -1.186 1.360
O -1.993 -2.120 0.940
```

=====

Entry 9:
The following is a DFT calculation (ωB97M-V/def2-TZVPD) of a cluster of 15 separate species, C26H72BO22 in total at a distorted geometry.

Computed properties:
Expectation value of S² = 0.7531
2S+1 = 2
E_LUMO (alpha / beta) = 0.145 / 0.145 Ha
Net charge = -2
Largest force on an atom = 6.731 eV/Å

XYZ file:
```
121
C26H72BO22 (ωB97M-V/def2-TZVPD)
O 1.141 3.318 -2.080
C 0.800 2.468 -1.264
O 0.835 1.130 -1.333
B 0.549 0.420 -0.043
O 0.319 1.588 0.861
C 0.366 2.757 0.219
O 0.319 3.908 0.659
O 1.616 -0.479 0.445
C 1.212 -1.714 0.552
O 1.782 -2.735 0.926
C -0.246 -1.744 0.054
O -0.594 -0.527 -0.266
O -1.015 -2.714 0.039
C -3.483 -3.251 2.493
O -3.091 -4.179 1.494
H -3.129 -2.304 2.085
H -4.570 -3.265 2.572
H -2.969 -3.436 3.436
H -3.295 -3.733 0.669
C -0.987 4.757 -4.387
O 0.418 4.871 -4.461
H -1.375 5.727 -4.076
H -1.452 4.509 -5.341
H -1.211 3.914 -3.732
H 0.807 4.317 -3.780
C -1.522 0.576 3.927
O -1.098 -0.420 3.029
H -2.097 0.040 4.682
H -0.515 0.831 4.256
H -2.002 1.436 3.460
H -0.572 0.058 2.384
C 4.894 0.039 -0.386
O 5.863 0.481 -1.299
H 4.837 -1.049 -0.363
H 5.004 0.458 0.614
H 3.922 0.423 -0.698
H 5.674 1.369 -1.612
C 0.081 -4.262 3.136
O -0.250 -5.176 2.063
H -0.057 -4.646 4.147
H 1.111 -3.908 3.086
H -0.593 -3.408 3.061
H 0.425 -4.975 1.411
C -0.362 -6.386 -1.155
O -1.447 -5.823 -0.449
H -0.751 -7.008 -1.961
H 0.349 -5.673 -1.574
H 0.293 -6.956 -0.496
H -1.853 -5.317 -1.157
C -3.450 -3.011 -1.918
O -3.678 -4.199 -1.204
H -3.293 -2.189 -1.219
H -2.510 -3.028 -2.469
H -4.179 -2.818 -2.705
H -4.339 -4.716 -1.671
C 2.847 6.255 -1.044
O 4.076 6.116 -1.839
H 2.174 5.414 -1.214
H 3.057 6.301 0.025
H 2.315 7.106 -1.468
H 3.797 6.121 -2.757
C 1.477 1.297 -4.593
O 1.813 0.310 -5.525
H 2.393 1.705 -4.164
H 0.841 2.041 -5.073
H 0.854 0.891 -3.797
H 1.907 0.681 -6.406
C 0.056 -1.838 -3.338
O 0.442 -3.158 -3.566
H 0.926 -1.365 -2.883
H -0.234 -1.418 -4.301
H -0.809 -1.663 -2.698
H 1.329 -3.056 -3.919
C -4.176 0.277 0.319
C -4.030 0.634 -1.178
C -5.039 1.693 -1.601
O -2.717 1.104 -1.350
H -3.562 -0.598 0.534
H -5.160 -0.052 0.653
H -3.895 1.084 0.996
H -4.019 -0.221 -1.854
H -5.972 1.133 -1.666
H -4.793 2.181 -2.544
H -5.143 2.480 -0.854
H -2.125 0.364 -1.201
C -2.510 5.257 2.229
C -3.892 4.801 2.722
C -4.029 5.038 4.240
O -4.798 5.623 2.044
H -2.355 5.150 1.155
H -1.682 4.783 2.755
H -2.403 6.326 2.418
H -4.044 3.759 2.440
H -4.075 6.107 4.446
H -3.265 4.515 4.815
H -4.979 4.708 4.661
H -5.446 5.154 1.514
C 4.216 2.985 1.200
C 3.210 3.460 2.295
C 2.777 2.294 3.190
O 3.756 4.491 3.035
H 4.724 3.907 0.915
H 3.713 2.520 0.353
H 4.994 2.365 1.644
H 2.378 3.962 1.802
H 2.976 1.323 2.737
H 1.702 2.471 3.206
H 3.213 2.340 4.189
H 4.596 4.203 3.400
C 3.516 -5.573 -1.009
C 2.923 -6.290 0.243
C 4.114 -6.941 0.993
O 2.150 -5.481 1.029
H 4.299 -6.185 -1.456
H 4.069 -4.697 -0.671
H 2.674 -5.297 -1.643
H 2.321 -7.051 -0.253
H 4.436 -7.807 0.415
H 3.770 -7.275 1.972
H 4.962 -6.288 1.199
H 2.723 -4.819 1.422
```

=====

Entry 10:
The following is a DFT calculation (ωB97M-V/def2-TZVPD) of a structure of composition C12H8B2Br4F18O16P3Zr at a distorted geometry.

Computed properties:
Expectation value of S² = 0.7572
2S+1 = 2
E_LUMO (alpha / beta) = -0.142 / -0.250 Ha
Largest force on an atom = 7.482 eV/Å

XYZ file:
```
64
C12H8B2Br4F18O16P3Zr (ωB97M-V/def2-TZVPD)
Zr -2.269 1.420 -1.437
P -4.813 0.342 -2.922
F -3.964 1.657 -3.358
F -4.632 0.954 -1.439
F -6.172 1.063 -3.152
F -5.527 -0.876 -2.122
F -4.741 -0.413 -4.380
F -3.389 -0.144 -2.332
P -2.432 4.565 -1.523
F -3.698 3.504 -1.218
F -2.037 3.473 -2.573
F -3.293 5.376 -2.597
F -1.014 5.362 -1.814
F -2.853 5.661 -0.392
F -1.704 3.609 -0.543
P -2.203 0.718 1.452
F -1.615 1.754 2.473
F -2.947 1.832 0.609
F -1.151 1.334 0.316
F -2.787 -0.231 0.279
F -1.162 -0.415 1.881
F -3.513 0.284 2.382
O 5.727 -0.256 0.057
C 5.024 0.474 -0.696
O 4.230 1.542 -0.523
B 3.390 1.715 -1.704
O 4.050 0.946 -2.716
C 4.867 0.135 -2.185
O 5.384 -0.832 -2.702
O 2.093 1.158 -1.583
C 1.175 2.102 -1.798
O -0.095 2.025 -1.835
C 1.937 3.437 -2.145
O 3.230 3.137 -2.071
O 1.429 4.520 -2.287
O -1.850 -3.170 -1.716
C -0.730 -2.859 -1.352
O 0.233 -3.615 -1.045
B 1.532 -2.806 -1.009
O 1.066 -1.450 -0.891
C -0.224 -1.406 -1.154
O -0.882 -0.407 -1.437
O 2.502 -2.930 -2.058
C 3.743 -3.233 -1.739
O 4.735 -3.255 -2.464
C 3.554 -3.493 -0.190
O 2.283 -3.294 0.185
O 4.471 -3.896 0.537
Br 0.583 -3.400 3.933
C -1.381 -3.378 4.208
C -2.057 -3.866 2.995
Br -3.939 -4.073 3.646
H -1.607 -2.375 4.570
H -1.549 -4.168 4.939
H -1.783 -4.889 2.737
H -2.082 -3.191 2.139
Br 2.950 -1.218 5.161
C 2.982 0.130 3.734
C 1.694 0.894 3.685
Br 1.665 2.196 2.212
H 3.329 -0.309 2.799
H 3.703 0.901 4.005
H 1.620 1.487 4.596
H 0.914 0.141 3.570
```

=====

Entry 11:
The following is a DFT calculation (ωB97M-V/def2-TZVPD) of a cluster of 6 separate species, C53H64N6O5S2 in total at a distorted geometry.

Computed properties:
2S+1 = 1
E_LUMO = 0.000 Ha
Largest force on an atom = 5.107 eV/Å

XYZ file:
```
130
C53H64N6O5S2 (ωB97M-V/def2-TZVPD)
C 2.079 -2.510 3.533
C 3.266 -1.430 3.595
C 2.633 0.015 3.911
C 2.323 0.876 2.556
C 0.761 1.212 2.407
C -0.052 0.254 1.427
C 0.184 0.299 -0.129
C 1.276 1.257 -0.827
C 2.688 0.542 -1.118
C 2.785 -0.991 -0.664
O 2.165 -1.937 -1.568
C 3.003 -2.239 -2.711
C -0.640 -0.601 -1.122
C -1.686 -1.548 -0.498
C -1.959 -1.701 1.036
C -1.107 -0.756 1.959
C -1.309 -0.801 3.572
C -2.244 0.466 3.946
C -3.120 1.018 2.712
C -4.289 2.049 3.207
O -4.339 3.104 2.202
C -4.840 2.621 0.958
C -3.928 2.479 -0.371
O -6.055 2.294 0.811
N -2.963 -2.641 1.559
C -2.864 -3.979 0.977
C -2.774 -4.216 -0.579
C -2.693 -5.605 -1.244
C -2.721 -6.905 -0.403
C -2.793 -6.720 1.152
C -2.858 -5.301 1.830
S -2.949 -5.275 3.670
C -2.118 -6.861 4.244
O -4.389 -5.400 4.156
O -2.184 -4.153 4.324
S -2.749 -2.640 -1.585
H 1.467 -2.476 4.512
H 1.391 -2.262 2.657
H 2.495 -3.578 3.453
H 3.923 -1.697 4.512
H 3.951 -1.455 2.684
H 1.693 -0.012 4.559
H 3.426 0.593 4.527
H 2.850 1.894 2.737
H 2.813 0.432 1.628
H 0.703 2.273 1.944
H 0.321 1.311 3.456
H 0.828 1.514 -1.864
H 1.357 2.250 -0.272
H 3.477 1.115 -0.495
H 2.957 0.607 -2.234
H 3.917 -1.252 -0.649
H 2.398 -1.215 0.384
H 3.571 -3.215 -2.481
H 2.283 -2.496 -3.579
H 3.684 -1.354 -2.940
H -0.480 -0.544 -2.248
H -0.254 -0.687 4.029
H -1.716 -1.806 3.924
H -2.898 0.129 4.841
H -1.618 1.349 4.359
H -2.442 1.643 2.019
H -3.679 0.188 2.145
H -4.057 2.409 4.262
H -5.290 1.484 3.136
H -3.649 1.391 -0.571
H -2.982 3.109 -0.267
H -4.477 2.876 -1.307
H -3.008 -2.652 2.587
H -2.612 -5.698 -2.387
H -2.691 -7.959 -0.894
H -2.821 -7.697 1.756
H -1.967 -6.868 5.374
H -1.071 -6.830 3.752
H -2.709 -7.787 3.907
N 2.872 3.831 3.479
C 4.064 4.397 3.726
C 4.222 5.697 4.179
C 3.083 6.462 4.386
C 1.837 5.904 4.137
C 1.786 4.594 3.689
H 4.924 3.760 3.545
H 5.209 6.100 4.364
H 3.165 7.484 4.739
H 0.927 6.472 4.288
H 0.835 4.111 3.484
N 2.893 2.663 -3.420
C 2.234 3.543 -4.192
C 2.858 4.445 -5.038
C 4.244 4.444 -5.091
C 4.951 3.548 -4.303
C 4.234 2.683 -3.492
H 1.152 3.507 -4.113
H 2.275 5.130 -5.641
H 4.769 5.136 -5.741
H 6.033 3.521 -4.320
H 4.742 1.961 -2.860
N -1.440 7.045 4.817
C -2.006 7.948 3.999
C -3.114 7.685 3.209
C -3.671 6.415 3.260
C -3.105 5.463 4.094
C -2.000 5.825 4.848
H -1.533 8.925 3.991
H -3.530 8.454 2.569
H -4.537 6.170 2.655
H -3.513 4.463 4.158
H -1.525 5.115 5.519
N -3.115 -9.442 -2.703
C -2.152 -9.807 -3.566
C -2.293 -9.761 -4.943
C -3.498 -9.317 -5.466
C -4.511 -8.935 -4.598
C -4.272 -9.014 -3.236
H -1.229 -10.150 -3.110
H -1.480 -10.066 -5.591
H -3.647 -9.268 -6.539
H -5.465 -8.584 -4.972
H -5.032 -8.723 -2.518
N 4.975 2.998 -8.141
C 4.414 3.893 -8.970
C 3.318 3.621 -9.773
C 2.768 2.348 -9.722
C 3.328 1.403 -8.876
C 4.421 1.775 -8.110
H 4.881 4.873 -8.976
H 2.905 4.384 -10.421
H 1.910 2.096 -10.336
H 2.925 0.400 -8.811
H 4.892 1.072 -7.430
```

=====

Q: The highest largest force on an atom belongs to which entry?
A: CCl5NaO23